{
  "formula": "C52H104F12O26",
  "method": "wB97M-V/def2-TZVPD",
  "smiles": "CCOC(=O)C(F)(F)F.CCOC(=O)C(F)(F)F.CCOC(=O)C(F)(F)F.CCOC(=O)C(F)(F)F.COCCOCCOC.COCCOCCOC.COCCOCCOC.COCCOCCOC.COCCOCCOC.COCCOCCOC",
  "e_above_lowest_kcal_mol": 0.0,
  "total_energy_ha": -5198.05285,
  "largest_force_ev_per_a": 2.24,
  "homo_energy_ev": -9.00,
  "total_charge": 0,
  "species": ["C", "O", "C", "C", "O", "C", "C", "O", "C", "H", "H", "H", "H", "H", "H", "H", "H", "H", "H", "H", "H", "H", "H", "C", "O", "C", "C", "O", "C", "C", "O", "C", "H", "H", "H", "H", "H", "H", "H", "H", "H", "H", "H", "H", "H", "H", "C", "O", "C", "C", "O", "C", "C", "O", "C", "H", "H", "H", "H", "H", "H", "H", "H", "H", "H", "H", "H", "H", "H", "C", "O", "C", "C", "O", "C", "C", "O", "C", "H", "H", "H", "H", "H", "H", "H", "H", "H", "H", "H", "H", "H", "H", "C", "O", "C", "C", "O", "C", "C", "O", "C", "H", "H", "H", "H", "H", "H", "H", "H", "H", "H", "H", "H", "H", "H", "C", "O", "C", "C", "O", "C", "C", "O", "C", "H", "H", "H", "H", "H", "H", "H", "H", "H", "H", "H", "H", "H", "H", "C", "C", "O", "C", "O", "C", "F", "F", "F", "H", "H", "H", "H", "H", "C", "C", "O", "C", "O", "C", "F", "F", "F", "H", "H", "H", "H", "H", "C", "C", "O", "C", "O", "C", "F", "F", "F", "H", "H", "H", "H", "H", "C", "C", "O", "C", "O", "C", "F", "F", "F", "H", "H", "H", "H", "H"],
  "xyz": [[1.657729, 9.023255, -0.489515], [2.630895, 8.018807, -0.329670], [2.702643, 7.543149, 0.996870], [3.620149, 6.353625, 1.085249], [3.032197, 5.260142, 0.422775], [3.970925, 4.216239, 0.144236], [3.242824, 2.999817, -0.389930], [2.660817, 3.194236, -1.660061], [1.306006, 3.605596, -1.580702], [0.652783, 8.615565, -0.635430], [1.964098, 9.624462, -1.344333], [1.628407, 9.694278, 0.381172], [1.721204, 7.302293, 1.429417], [3.152449, 8.338238, 1.617002], [3.760146, 6.108405, 2.145088], [4.553545, 6.620153, 0.570204], [4.497101, 3.925188, 1.060482], [4.638614, 4.614973, -0.625785], [2.643534, 2.480955, 0.363153], [4.090401, 2.327067, -0.609924], [0.926842, 3.775957, -2.588397], [1.186658, 4.526371, -1.007410], [0.698423, 2.805616, -1.138318], [-2.418881, 1.350038, -1.338632], [-3.598957, 0.687253, -0.896213], [-3.555376, -0.726634, -1.106296], [-4.974418, -1.185648, -1.352457], [-5.797366, -1.243283, -0.221509], [-5.504089, -2.331109, 0.639313], [-6.005477, -2.055786, 2.026802], [-7.396708, -1.915585, 2.080347], [-7.862167, -2.105494, 3.371531], [-1.540899, 0.843000, -0.932569], [-2.494426, 2.381077, -1.007949], [-2.350816, 1.290296, -2.430175], [-3.127579, -1.125805, -0.175704], [-2.921246, -0.975234, -1.961194], [-4.956235, -2.165858, -1.861260], [-5.379720, -0.480387, -2.080504], [-4.426182, -2.510322, 0.707373], [-5.985388, -3.243522, 0.251108], [-5.528260, -1.181183, 2.487218], [-5.688586, -2.920783, 2.641869], [-8.922863, -1.871484, 3.431576], [-7.293745, -1.534023, 4.114992], [-7.794056, -3.171562, 3.659975], [-2.846495, -1.182863, 2.516666], [-2.774506, -2.585891, 2.476602], [-3.259295, -3.290744, 3.617779], [-2.431427, -3.074251, 4.860880], [-2.734412, -1.960358, 5.646495], [-3.970110, -2.092826, 6.319952], [-4.171099, -0.979270, 7.314393], [-4.395659, 0.285350, 6.757577], [-3.223671, 0.923668, 6.252687], [-2.405398, -0.827752, 1.585391], [-2.225549, -0.786290, 3.328185], [-3.857123, -0.774963, 2.619511], [-3.354449, -4.338244, 3.343364], [-4.318669, -3.013697, 3.770464], [-1.380335, -3.075759, 4.556420], [-2.482965, -3.986729, 5.483031], [-3.996650, -3.056437, 6.856560], [-4.821861, -2.112184, 5.628376], [-3.344903, -0.950366, 8.036356], [-5.087277, -1.211661, 7.864881], [-3.395724, 1.995853, 6.279755], [-3.081064, 0.652375, 5.203283], [-2.337792, 0.629771, 6.817872], [-0.877813, -5.390060, 2.412918], [-1.845109, -6.083945, 3.181787], [-1.376157, -7.194346, 3.912571], [-0.612764, -6.823690, 5.169464], [0.611019, -6.180059, 4.853185], [1.483399, -6.158226, 5.961180], [2.751658, -5.403747, 5.637549], [2.627763, -4.012388, 5.594466], [2.136125, -3.484552, 4.385821], [-1.394347, -5.025275, 1.525199], [0.000874, -5.993949, 2.171202], [-0.475431, -4.521969, 2.945148], [-0.707946, -7.810609, 3.300992], [-2.270154, -7.715168, 4.254728], [-0.421388, -7.729598, 5.765063], [-1.194125, -6.148273, 5.815592], [1.749835, -7.188324, 6.251597], [0.986046, -5.729726, 6.844034], [3.223653, -5.846423, 4.747806], [3.464752, -5.603419, 6.445124], [1.079244, -3.723371, 4.256963], [2.748391, -3.808117, 3.536164], [2.226297, -2.395966, 4.425932], [4.226696, 1.094115, -3.522464], [4.721327, 1.319428, -4.821354], [4.976164, 2.690051, -5.038132], [5.509770, 2.852062, -6.449621], [5.686831, 4.205040, -6.797559], [4.509908, 4.864295, -7.201955], [4.877778, 6.086422, -8.010621], [5.416153, 5.778286, -9.271781], [4.466938, 5.384822, -10.207179], [4.042770, 0.035815, -3.349909], [3.284615, 1.637164, -3.402058], [4.931902, 1.400373, -2.737042], [5.628158, 3.125562, -4.270210], [4.005159, 3.210856, -4.962581], [4.772503, 2.363814, -7.105588], [6.444220, 2.304889, -6.577565], [3.898623, 5.159186, -6.334213], [3.850209, 4.201369, -7.778780], [5.571849, 6.713522, -7.456298], [3.950596, 6.669834, -8.145307], [4.980893, 5.254041, -11.158482], [3.662620, 6.122143, -10.327508], [4.005817, 4.414934, -9.973732], [2.227422, -4.718522, -1.999929], [1.250140, -5.710734, -2.081110], [0.502696, -5.627410, -3.286232], [-0.539099, -6.721910, -3.209688], [-1.643015, -6.363599, -2.415595], [-2.635726, -5.615095, -3.083093], [-3.362415, -4.796778, -2.059548], [-2.506763, -3.802589, -1.533566], [-2.165595, -4.027669, -0.179844], [2.923438, -4.951173, -1.194902], [1.786113, -3.738847, -1.778292], [2.809501, -4.582084, -2.922394], [1.206008, -5.798957, -4.108137], [-0.000033, -4.656269, -3.358590], [-0.077521, -7.591864, -2.737918], [-0.841586, -7.083900, -4.204425], [-3.345408, -6.324973, -3.539305], [-2.246880, -4.972799, -3.878462], [-3.801368, -5.442747, -1.291827], [-4.231223, -4.294567, -2.504698], [-1.627922, -4.974500, -0.047111], [-3.059941, -4.117712, 0.456308], [-1.571347, -3.192637, 0.180243], [-1.937651, 7.918954, 2.864040], [-1.551351, 6.942430, 3.969748], [-0.704640, 5.905007, 3.467025], [-1.304551, 4.893216, 2.877631], [-2.472333, 4.664405, 2.866551], [-0.294889, 3.925368, 2.231128], [-0.805701, 3.441311, 1.095364], [0.856644, 4.526797, 1.968197], [-0.063137, 2.894102, 3.062886], [-2.215477, 8.879910, 3.280938], [-2.754387, 7.488449, 2.281534], [-1.094844, 7.986135, 2.174897], [-2.411164, 6.539848, 4.506036], [-0.975075, 7.451001, 4.743938], [0.457052, -1.704356, 1.226415], [0.853764, -0.265506, 1.027055], [0.603283, 0.092093, -0.354439], [1.450278, -0.320410, -1.266096], [2.582252, -0.668535, -1.088218], [0.795698, -0.379490, -2.654492], [-0.137906, -1.342667, -2.640112], [0.192173, 0.769743, -2.964729], [1.683630, -0.661473, -3.601236], [1.136504, -2.379257, 0.700426], [-0.560046, -1.901439, 0.893623], [0.525235, -1.968313, 2.285275], [1.913636, -0.120213, 1.253143], [0.294076, 0.458672, 1.606880], [-3.761124, 1.671336, -7.155881], [-2.409538, 0.979015, -7.132201], [-1.326260, 1.914704, -7.052742], [-0.905747, 2.198754, -5.834327], [-1.514472, 2.024299, -4.828605], [0.449789, 2.945643, -5.846872], [0.282590, 4.164720, -5.334709], [1.337529, 2.286538, -5.090527], [0.965604, 3.080115, -7.070000], [-3.747850, 2.534160, -7.825104], [-4.029231, 1.995024, -6.150477], [-4.557663, 1.033762, -7.539851], [-2.256584, 0.441099, -8.068422], [-2.384550, 0.241286, -6.331268], [4.326498, -2.873970, 1.834314], [4.602989, -1.451139, 1.458187], [4.200525, -0.590733, 2.533112], [4.466615, 0.690745, 2.431642], [5.237276, 1.203138, 1.680041], [3.784842, 1.503105, 3.563720], [3.103536, 2.525124, 3.021690], [2.954125, 0.789364, 4.308634], [4.724750, 2.020917, 4.367057], [3.273972, -3.134389, 1.731786], [4.618909, -3.058797, 2.870872], [4.925639, -3.546443, 1.222323], [4.039025, -1.142267, 0.573554], [5.634343, -1.289397, 1.133970]],
  "forces_ev_per_angstrom": [[0.254, 0.333, 0.164], [-0.193, -0.299, 0.134], [0.305, 0.420, 0.326], [-0.368, -0.040, -0.600], [0.025, -0.358, 0.117], [-1.233, 0.671, 0.106], [2.086, -0.409, -0.723], [-0.666, 0.126, 0.417], [-0.355, -0.050, -0.084], [0.023, -0.084, -0.074], [-0.216, -0.080, -0.119], [0.024, -0.066, -0.026], [-0.053, -0.047, -0.265], [-0.177, -0.081, 0.089], [0.370, 0.077, -0.016], [0.156, -0.043, 0.369], [0.216, 0.052, -0.115], [0.331, -0.316, 0.091], [-0.560, 0.305, -0.144], [-0.285, -0.174, 0.230], [0.207, -0.044, -0.063], [0.073, -0.035, 0.076], [-0.020, 0.119, 0.100], [-0.479, -0.755, -0.068], [0.031, 0.130, -0.259], [-0.015, 0.969, 0.702], [0.390, -0.698, -0.732], [-0.031, 0.285, 0.370], [-0.180, 0.248, -0.416], [0.187, -0.416, 0.415], [-0.121, 0.105, -0.659], [-0.342, -0.806, 0.784], [0.108, 0.308, 0.154], [0.165, 0.057, 0.003], [0.042, 0.216, 0.004], [0.003, -0.528, -0.482], [0.013, -0.102, -0.003], [0.059, 0.031, 0.168], [-0.347, 0.056, 0.276], [-0.107, 0.007, -0.017], [0.059, 0.060, 0.045], [-0.247, 0.013, -0.269], [-0.302, 0.120, -0.264], [0.047, 0.350, -0.135], [-0.106, 0.197, -0.032], [0.184, 0.135, -0.019], [0.682, 0.426, 0.409], [-0.100, -0.597, -0.046], [-1.169, 0.752, -0.333], [0.466, -1.550, 0.044], [-0.061, 0.473, -0.036], [-0.100, -0.312, 0.043], [-0.262, -0.084, 0.260], [0.299, 0.376, -0.076], [-0.458, -0.256, -0.468], [-0.174, 0.082, 0.020], [-0.098, 0.049, 0.083], [0.274, -0.164, -0.019], [0.664, -0.087, -0.031], [0.518, 0.230, 0.370], [0.023, 0.605, 0.067], [-0.307, 0.080, -0.028], [0.082, 0.086, 0.040], [0.104, 0.146, -0.101], [0.082, -0.006, -0.082], [0.072, -0.061, 0.062], [0.051, 0.086, 0.248], [0.175, -0.084, 0.052], [0.025, 0.141, 0.069], [0.094, 0.468, 0.128], [0.085, -0.239, 0.026], [0.327, 0.598, 0.527], [0.112, 0.350, 0.327], [-0.067, -0.244, -0.108], [-0.016, -0.150, 0.245], [0.406, -0.571, 0.481], [0.117, 0.297, 0.000], [-0.043, 0.320, -0.101], [0.459, -0.320, 0.624], [-0.243, -0.266, -0.206], [-0.153, -0.002, 0.146], [-0.288, -0.202, -0.111], [0.052, -0.340, -0.283], [0.018, -0.059, -0.180], [-0.159, -0.081, -0.142], [0.049, 0.033, -0.151], [0.033, 0.219, -0.140], [-0.226, 0.331, -0.245], [-0.145, 0.006, 0.062], [0.031, -0.177, -0.235], [-0.422, -0.279, 0.187], [0.074, -0.044, 0.199], [-0.275, -0.040, 0.270], [0.627, -0.245, 0.067], [-0.809, 0.096, 0.023], [-0.446, -0.395, 0.108], [0.195, -0.186, -0.168], [-0.267, -0.029, 0.346], [-0.878, 0.024, 0.048], [0.617, 0.306, 0.310], [-0.341, -0.489, -0.508], [0.058, -0.058, -0.398], [0.091, 0.008, 0.267], [0.012, 0.263, -0.175], [0.184, -0.153, -0.110], [0.212, 0.178, 0.033], [0.125, 0.126, -0.098], [0.156, 0.270, 0.062], [0.180, 0.165, -0.018], [0.227, -0.091, -0.127], [0.277, -0.102, -0.110], [0.102, 0.032, 0.032], [0.005, 0.133, -0.014], [0.059, 0.061, 0.036], [-0.005, 0.091, 0.114], [0.292, 0.764, 0.133], [-0.014, -0.078, -0.049], [0.057, -0.425, 0.527], [0.166, -0.556, -0.296], [0.155, 0.129, 0.048], [-0.493, -0.668, -0.088], [-0.475, 0.425, -0.097], [-0.114, 0.063, 0.317], [-0.389, -0.526, -0.160], [-0.081, -0.185, 0.029], [-0.102, 0.064, 0.013], [-0.092, -0.283, -0.037], [-0.230, 0.174, -0.281], [0.180, 0.114, -0.176], [0.021, 0.093, 0.148], [-0.132, 0.373, 0.004], [0.011, 0.179, -0.131], [0.235, 0.038, 0.104], [0.363, -0.034, 0.190], [0.164, -0.016, -0.245], [0.098, 0.296, -0.680], [0.091, 0.220, -0.147], [-0.081, -0.162, -0.166], [0.025, -1.132, -0.189], [-0.258, 0.943, 0.806], [0.426, 0.122, -0.083], [-0.051, -0.340, 0.221], [-0.559, -0.053, -0.184], [-0.059, 0.173, -0.006], [0.133, -0.046, 0.138], [0.099, -0.180, -0.072], [0.004, -0.002, -0.087], [-0.012, 0.125, -0.095], [-0.136, 0.241, 0.076], [0.080, 0.440, 0.127], [-0.066, -0.283, -0.366], [0.319, -0.105, -0.236], [0.080, -0.253, 0.413], [0.608, 0.044, -0.116], [-0.551, 0.134, -0.055], [0.607, -0.070, 0.064], [0.140, -0.184, 0.002], [-0.258, 0.363, -0.191], [-0.026, -0.162, -0.043], [0.138, -0.084, 0.051], [-0.129, -0.085, 0.125], [-0.036, 0.090, -0.137], [0.110, 0.207, 0.096], [-0.085, 0.075, 0.010], [-0.080, 0.024, -0.112], [-0.282, -0.065, 0.045], [-0.016, 0.367, 0.092], [-1.081, -0.476, -0.716], [0.573, -0.486, -0.094], [-0.250, 0.749, -0.414], [0.015, -0.311, 0.690], [0.205, -0.182, -0.015], [-0.009, 0.131, 0.112], [-0.144, 0.093, -0.107], [-0.039, -0.049, 0.025], [0.159, 0.042, 0.111], [-0.065, 0.110, -0.079], [0.171, -0.294, 0.139], [0.184, 0.151, 0.008], [0.323, 0.219, 0.185], [0.172, -0.276, 0.345], [0.216, 0.204, -1.435], [-0.575, -0.217, 0.339], [0.672, -0.145, 0.650], [-0.145, 0.371, -0.473], [0.202, 0.407, -0.164], [-0.006, -0.123, 0.041], [-0.198, -0.158, 0.036], [-0.063, -0.096, -0.119], [0.049, 0.054, -0.101], [0.032, 0.064, -0.064], [-0.098, 0.016, -0.165], [-0.178, -0.120, 0.140], [0.139, 0.117, 0.727]]
}